{"formula": "C5H11N", "method": "the ωB97M-V functional and the def2-TZVPD basis", "orbital_gap_ev": 10.345, "smiles": "CC(C)N1CC1", "molar_mass_g_mol": 85.1, "de_lowest_kj_mol": 196.42, "species": ["C", "C", "C", "N", "C", "C", "H", "H", "H", "H", "H", "H", "H", "H", "H", "H", "H"], "coordinates": [[-1.087, -0.205, 1.032], [-0.531, 0.661, -0.113], [-1.393, 0.622, -1.391], [0.944, 0.236, -0.540], [1.995, 0.168, 0.495], [1.436, -1.064, -0.103], [-0.393, -1.046, 1.133], [-1.120, 0.285, 2.012], [-2.045, -0.705, 0.830], [-0.401, 1.703, 0.209], [-1.688, -0.407, -1.628], [-0.770, 1.002, -2.202], [-2.323, 1.218, -1.378], [1.668, 0.353, 1.519], [3.012, 0.545, 0.310], [1.907, -1.775, -0.787], [0.788, -1.591, 0.599]], "mulliken_charge": [-1.00, 0.51, -1.43, -0.35, -0.25, -0.44, 0.17, 0.29, 0.35, 0.29, 0.33, 0.38, 0.35, 0.21, 0.23, 0.25, 0.13]}

{"formula": "C5H11N", "method": "the ωB97M-V functional and the def2-TZVPD basis", "orbital_gap_ev": 9.654, "molar_mass_g_mol": 85.2, "de_lowest_kj_mol": 594.08, "species": ["C", "C", "C", "C", "C", "H", "H", "H", "H", "H", "H", "H", "H", "H", "H", "H", "N"], "coordinates": [[-0.420, 1.786, 1.866], [0.117, 1.163, 0.569], [-0.201, 0.037, -0.040], [-1.092, -1.091, 0.469], [0.330, -0.287, -1.399], [0.423, 1.483, 2.702], [-0.486, 3.043, 1.757], [-1.560, 1.326, 2.067], [0.861, 1.768, 0.119], [-1.619, -1.816, -0.710], [-0.154, -1.916, 1.236], [-2.108, -0.286, 1.127], [0.958, 0.606, -1.643], [-0.464, -0.423, -2.103], [2.001, -1.316, -0.868], [1.496, -1.495, -2.484], [1.179, -1.518, -1.427]], "mulliken_charge": [-0.87, -0.25, 0.42, -0.71, -0.95, 0.22, 0.25, 0.25, 0.31, 0.24, 0.23, 0.18, 0.34, 0.44, 0.25, 0.26, -0.62]}

{"formula": "C5H11N", "method": "the ωB97M-V functional and the def2-TZVPD basis", "orbital_gap_ev": 8.469, "molar_mass_g_mol": 85.1, "de_lowest_kj_mol": 370.33, "species": ["C", "C", "C", "C", "N", "C", "H", "H", "H", "H", "H", "H", "H", "H", "H", "H", "H"], "coordinates": [[2.514, -0.403, 0.869], [1.700, -0.289, -0.425], [0.255, -0.534, -0.177], [-0.583, 0.551, -0.715], [-2.013, 0.312, -0.851], [-2.666, 0.107, 0.435], [2.249, 0.406, 1.558], [2.308, -1.352, 1.370], [3.586, -0.328, 0.662], [1.952, 0.645, -0.964], [1.987, -1.125, -1.085], [-2.121, -0.535, -1.402], [-0.190, 1.005, -1.644], [-0.423, 1.338, 0.055], [-3.677, -0.274, 0.269], [-2.754, 1.070, 0.954], [-2.124, -0.593, 1.090]], "mulliken_charge": [-1.13, -0.11, -0.32, -0.58, -0.34, -0.84, 0.31, 0.32, 0.33, 0.28, 0.25, 0.28, 0.36, 0.28, 0.33, 0.27, 0.34]}

{"formula": "C5H11N", "method": "the ωB97M-V functional and the def2-TZVPD basis", "orbital_gap_ev": 9.229, "smiles": "C=CNC.C=C", "molar_mass_g_mol": 85.1, "de_lowest_kj_mol": 234.29, "species": ["C", "C", "H", "H", "H", "H", "C", "C", "N", "C", "H", "H", "H", "H", "H", "H", "H"], "coordinates": [[-0.250, -2.726, 0.133], [-1.507, -2.379, 0.529], [-0.036, -3.739, -0.217], [0.575, -2.058, 0.429], [-2.305, -3.110, 0.637], [-1.751, -1.306, 0.613], [-0.701, 1.230, 1.442], [-0.009, 0.912, 0.309], [1.177, 1.510, -0.116], [1.443, 1.582, -1.573], [-0.291, 1.934, 2.178], [-1.737, 0.894, 1.562], [-0.439, 0.164, -0.396], [1.265, 2.368, 0.307], [2.391, 2.090, -1.735], [1.536, 0.543, -1.966], [0.639, 2.093, -2.138]], "mulliken_charge": [-0.44, -0.30, 0.25, 0.27, 0.26, -0.05, -0.85, 0.07, -0.29, -0.87, 0.25, 0.23, 0.31, 0.24, 0.33, 0.28, 0.30]}